Density functional theory data (the ωB97M-V functional and the def2-TZVPD basis) for a 7-piece molecular cluster, C5H25N2O7 overall.

Summary:
net charge = +1
Kohn-Sham gap = 8.76 eV
electronic energy = -841.39520 hartree

```
39
Properties=species:S:1:pos:R:3:forces:R:3:mulliken_charge:R:1
C -0.45718 -1.23994 1.64972 0.2 -2.3 1.0 0.26
O 0.77324 -1.19622 0.97396 2.3 0.7 -1.8 -0.50
C -0.45271 -0.25229 2.80042 -0.5 0.5 2.1 -0.71
C -1.10057 1.17987 2.71561 -0.2 -2.0 1.2 -0.99
C -0.45541 1.75326 1.59241 2.9 3.1 -1.7 0.05
C 0.84914 2.20064 1.46627 -1.0 -1.1 2.2 -0.06
N 1.37050 2.48200 0.24596 -1.1 -0.5 -0.7 -0.29
N -1.30829 1.74936 0.41468 -1.1 2.2 -0.9 0.08
H -1.37675 -1.14594 1.00079 1.5 0.2 0.1 -0.38
H -0.41852 -2.35590 1.91871 -1.2 1.6 0.8 0.36
H 1.59704 -1.46309 1.47803 -2.1 0.4 -0.2 0.29
H 0.56455 -0.07020 3.26653 -0.9 -0.5 -1.0 0.43
H -1.03858 -0.61414 3.60588 -0.4 -1.4 1.0 0.35
H -2.22404 1.20996 2.77373 1.0 -0.2 -0.7 0.34
H -0.80594 1.65367 3.62558 0.3 0.5 0.7 0.42
H 1.56822 2.21885 2.39351 -1.7 0.1 -1.8 0.34
H 2.26208 2.87237 0.10261 0.9 0.2 0.1 0.25
H 0.99682 1.91563 -0.51031 0.7 0.6 -0.1 0.05
H -1.79655 2.72797 0.30544 0.4 -2.3 0.7 0.42
H -0.77621 1.79630 -0.47773 -0.5 -1.2 0.0 0.14
H -2.01377 0.94819 0.51613 0.6 1.1 -1.3 0.29
H -1.24391 -3.18203 -1.05384 -2.4 2.2 -0.7 0.29
H -1.58899 -2.66102 -2.39760 -0.5 1.0 -0.2 0.38
O -1.91060 -2.49088 -1.48690 2.7 -3.2 1.4 -0.69
H -0.05435 -1.88336 -4.33053 1.2 0.6 -3.7 0.27
H 0.46589 -2.34854 -2.96890 1.0 0.2 0.2 0.31
O -0.28584 -2.08169 -3.48431 -2.1 -0.7 2.9 -0.62
H 4.73890 -0.01395 -0.36036 1.5 0.4 0.7 0.27
H 4.42245 0.91988 -1.69512 0.8 -0.3 0.9 0.30
O 4.18335 0.22083 -1.07167 -2.5 -0.1 -1.6 -0.58
H -2.76866 -1.25788 -0.59676 -1.0 0.9 -0.6 0.33
H -3.99422 -0.19524 -0.68012 -3.6 -0.1 -1.2 0.25
O -3.14490 -0.34824 -0.42561 4.7 -0.6 1.8 -0.61
H 0.34170 0.45003 -2.02952 0.7 -1.1 0.8 0.32
H -0.30017 1.13052 -3.06528 -0.7 0.7 -0.9 0.31
O 0.08194 1.34828 -2.22083 -0.1 0.0 0.2 -0.73
H 2.38202 -0.91497 -1.60247 -0.2 -0.4 -0.1 0.28
H 1.36196 -1.62429 -0.74165 -0.6 -0.1 1.3 0.38
O 1.55635 -1.43781 -1.64648 0.9 0.8 -1.2 -0.58
```
Forces are in eV/Å.



Density functional theory data (the ωB97M-V functional and the def2-TZVPD basis) for C24H29B3INO6S2 as an isolated structure.

Summary:
Kohn-Sham gap = 7.97 eV
electronic energy = -2606.92052 hartree

```
66
Properties=species:S:1:pos:R:3:forces:R:3:mulliken_charge:R:1
C -4.60228 -1.31112 -0.01256 -0.3 0.4 1.1 0.31
C -4.10213 -0.96181 -1.04502 1.2 0.0 -1.0 -0.73
B -3.05686 -0.73464 -2.18249 -0.8 0.4 0.2 0.15
O -1.76406 -0.27089 -1.87635 -0.6 -1.5 -0.2 -0.30
B -0.90263 -1.22873 -2.50625 0.6 0.4 0.4 0.22
C -0.01662 -2.17508 -1.59973 0.5 0.0 -0.8 -0.64
C 1.06401 -1.44150 -0.75292 -0.2 -0.5 0.4 -0.80
C 0.49734 -0.41015 0.26700 0.6 -0.3 1.0 -0.16
S 1.29500 1.19899 -0.11518 -0.6 0.3 -0.1 -0.30
C 0.46130 2.47170 0.81813 -0.4 -0.3 -0.1 0.35
S 0.06332 3.87615 0.09942 0.5 -0.3 0.1 -0.17
N 0.16494 2.15764 2.20968 -0.5 0.7 -0.3 0.46
C 0.65978 3.15807 3.12931 1.1 0.5 0.9 0.11
C 1.87018 2.86809 3.78572 0.0 0.0 0.0 -0.40
C 2.46393 3.77550 4.67007 0.1 0.4 0.0 -0.56
C 1.88558 5.02886 4.92852 -0.5 -0.9 -0.7 -0.45
C 0.66298 5.31032 4.28974 0.8 0.1 0.4 -0.86
C 0.07153 4.40179 3.40634 -0.3 0.2 0.0 0.19
C -1.23187 1.81503 2.41004 -0.8 -1.2 0.2 -0.01
C -1.49155 0.50473 2.86214 -0.2 0.4 -0.1 0.20
C -2.80476 0.06664 3.04828 -0.2 -0.1 0.0 -0.78
C -3.89559 0.90710 2.79956 0.3 0.6 -0.2 -0.53
C -3.65679 2.21707 2.35076 0.5 -0.7 0.3 -0.98
C -2.33161 2.64752 2.16205 -0.3 0.4 -0.2 -0.10
O -0.97527 -1.25619 -3.89246 -0.8 0.6 0.7 -0.52
B -2.16705 -0.56983 -4.22010 -0.1 -0.5 -0.5 0.94
C -2.24271 0.63575 -5.24187 -0.7 -0.3 0.5 -0.83
C -2.85910 0.27229 -6.63801 1.8 1.2 -0.2 -0.19
C -1.70472 0.31711 -7.70703 -0.8 0.0 -0.3 -1.23
I -4.18349 1.94240 -7.16891 -0.2 -0.6 0.0 -0.01
O -3.31964 -1.01557 -3.51245 0.9 0.7 0.3 -0.45
H -4.95599 -1.40680 1.00305 0.0 -0.3 -0.6 0.41
H 0.51193 -2.87943 -2.27350 -0.2 0.2 0.4 0.28
H -0.66695 -2.79910 -0.95619 0.2 0.4 -0.2 0.32
H 1.82178 -0.99524 -1.41942 -0.4 0.0 0.2 0.52
H 1.59516 -2.21680 -0.16869 -0.1 0.4 -0.3 0.10
H -0.59953 -0.36010 0.31171 0.4 0.2 -0.4 0.26
H 0.83064 -0.71884 1.27618 -0.2 0.2 -0.4 0.44
H 2.37124 1.91294 3.60375 -0.3 0.3 0.0 0.42
H 3.41656 3.52287 5.14689 -0.4 0.0 -0.2 0.34
H 2.37062 5.74350 5.59863 -0.3 -0.3 -0.3 0.39
H 0.22721 6.29227 4.49871 -0.2 -0.5 -0.3 0.35
H -0.86297 4.70085 2.93223 0.3 -0.2 0.1 0.15
H -0.65225 -0.17547 3.04411 -0.3 0.4 0.0 0.39
H -2.98280 -0.96399 3.37085 0.1 0.4 -0.1 0.38
H -4.93318 0.58361 2.92558 0.5 -0.1 0.1 0.48
H -4.49819 2.88909 2.15268 0.4 -0.2 0.0 0.38
H -2.19414 3.66149 1.78028 0.1 -0.4 0.1 0.25
H -1.24256 1.09589 -5.30291 -0.4 -0.1 -0.4 0.37
H -2.90763 1.38912 -4.77720 0.4 -0.4 0.1 0.30
H -3.40971 -0.67466 -6.66032 -0.1 0.5 0.0 0.52
H -1.68416 1.30657 -8.19474 0.1 -0.4 0.3 0.40
H -1.91931 -0.40180 -8.51648 0.4 0.2 0.4 0.33
H -0.71192 0.17093 -7.25593 -0.4 -0.4 -0.1 0.32
C 4.44868 -2.87823 2.73123 -0.1 0.2 0.2 -0.61
O 5.29373 -3.87545 2.15651 0.0 0.0 0.0 -0.32
C 4.77073 -4.49032 1.09399 0.1 0.0 0.1 0.82
O 3.68892 -4.27164 0.61275 0.0 0.0 0.0 -0.55
O 5.65490 -5.38892 0.65824 0.0 0.0 0.0 -0.33
C 5.22437 -6.12815 -0.48525 0.0 -0.2 -0.2 -0.62
H 4.98018 -2.45432 3.57965 0.2 -0.2 -0.1 0.24
H 4.24605 -2.08437 2.01259 -0.1 -0.1 0.0 0.27
H 3.51803 -3.32019 3.08595 0.0 0.0 -0.1 0.29
H 5.05196 -5.46322 -1.33075 -0.1 0.0 0.1 0.29
H 4.32482 -6.69904 -0.25804 -0.1 0.1 0.0 0.29
H 6.02263 -6.82029 -0.74155 0.1 0.1 0.2 0.22
```
Forces are in eV/Å.